(1)
DFT (ωB97M-V/def2-TZVPD) results for a 2-piece molecular cluster, C6H18INSi2 overall.

Atoms and positions in Å:
C (1.519, 0.485, -2.158)
C (2.738, 1.468, -0.210)
C (-1.497, 2.518, 0.769)
C (-2.005, 0.679, -1.001)
C (1.411, 1.464, -1.045)
C (-0.993, 1.702, -0.473)
N (0.356, 1.205, -0.123)
Si (0.168, -4.458, 2.282)
Si (0.250, -0.366, 0.744)
I (-1.268, -3.835, 0.264)
H (2.143, 1.158, -2.777)
H (1.906, -0.490, -1.864)
H (0.557, 0.395, -2.575)
H (3.163, 2.475, -0.340)
H (3.341, 0.694, -0.596)
H (2.478, 1.262, 0.787)
H (-2.526, 2.660, 0.715)
H (-1.451, 2.058, 1.709)
H (-1.025, 3.431, 0.921)
H (-1.799, 0.327, -2.085)
H (-3.007, 1.087, -0.914)
H (-1.964, -0.358, -0.553)
H (1.173, 2.492, -1.461)
H (-0.993, 2.467, -1.295)
H (1.073, -3.305, 2.364)
H (-0.879, -4.279, 3.313)
H (0.534, -5.783, 1.794)
H (0.110, 0.458, 2.007)

The HOMO-LUMO gap is 0.254 Ha. The largest force on an atom comes out at 2.91 eV Å⁻¹.

How positive or negative is each atom? The Löwdin charges in e answer that: atom 1 (C): -0.085, atom 2 (C): -0.041, atom 3 (C): -0.065, atom 4 (C): -0.097, atom 5 (C): -0.526, atom 6 (C): -0.447, atom 7 (N): -0.346, atom 8 (Si): 0.240, atom 9 (Si): 0.736, atom 10 (I): 0.159, atom 11 (H): 0.100, atom 12 (H): 0.071, atom 13 (H): 0.049, atom 14 (H): 0.085, atom 15 (H): 0.051, atom 16 (H): 0.034, atom 17 (H): 0.046, atom 18 (H): 0.030, atom 19 (H): 0.057, atom 20 (H): 0.100, atom 21 (H): 0.070, atom 22 (H): 0.027, atom 23 (H): 0.146, atom 24 (H): 0.141, atom 25 (H): -0.143, atom 26 (H): -0.125, atom 27 (H): -0.132, atom 28 (H): -0.135

***

(2)
DFT (ωB97M-V/def2-TZVPD) results for C41H37FeGeN7S as an isolated structure.

Atoms and positions in Å:
Fe (0.476, 0.098, -0.028)
N (-0.902, 1.807, 4.544)
C (-0.056, 1.223, 3.580)
S (0.647, -0.274, 4.024)
N (0.141, 1.988, 2.551)
N (0.790, 1.608, 1.423)
C (1.626, 2.490, 0.935)
C (2.269, 2.273, -0.301)
C (3.167, 3.275, -0.800)
C (3.845, 3.112, -1.951)
C (3.610, 1.924, -2.815)
C (2.532, 0.940, -2.268)
N (2.065, 1.096, -0.935)
H (-1.342, 1.105, 5.116)
H (-1.558, 2.462, 4.135)
H (1.847, 3.393, 1.503)
H (3.292, 4.173, -0.205)
H (4.542, 3.864, -2.311)
H (4.557, 1.438, -3.079)
H (2.830, -0.105, -2.430)
N (0.142, -1.512, -1.559)
C (0.076, -2.851, -1.266)
C (-0.862, -3.669, -1.896)
C (-1.018, -4.995, -1.531)
C (-0.246, -5.525, -0.507)
C (0.713, -4.725, 0.100)
C (0.921, -3.395, -0.270)
C (2.015, -2.600, 0.347)
C (3.202, -3.312, 0.607)
C (4.296, -2.704, 1.184)
C (4.202, -1.361, 1.532)
C (3.042, -0.658, 1.262)
C (1.906, -1.216, 0.654)
H (-0.305, -1.191, -2.396)
H (1.011, -1.014, -1.309)
H (-1.479, -3.245, -2.682)
H (-1.750, -5.612, -2.039)
H (-0.386, -6.550, -0.184)
H (1.318, -5.130, 0.901)
H (3.279, -4.353, 0.307)
H (5.211, -3.265, 1.344)
H (5.047, -0.863, 1.997)
H (3.016, 0.388, 1.540)
N (-1.233, -1.998, 1.450)
C (-2.470, -2.376, 1.800)
C (-3.275, -1.267, 1.646)
C (-2.407, -0.261, 1.196)
N (-1.173, -0.723, 1.081)
H (-0.380, -2.531, 1.491)
H (-2.689, -3.381, 2.117)
H (-4.330, -1.187, 1.843)
H (-2.618, 0.765, 0.950)
C (-0.663, 1.283, -1.075)
Ge (-0.021, 2.326, -2.535)
C (0.307, 4.264, -2.113)
C (0.781, 5.203, -3.026)
C (0.970, 6.529, -2.662)
C (0.665, 6.951, -1.375)
C (0.154, 6.035, -0.464)
C (-0.019, 4.709, -0.832)
C (-1.343, 2.563, -4.029)
C (-0.971, 3.061, -5.279)
C (-1.909, 3.293, -6.274)
C (-3.252, 3.025, -6.043)
C (-3.641, 2.508, -4.813)
C (-2.693, 2.280, -3.826)
C (1.547, 1.406, -3.435)
C (2.720, 2.213, -4.069)
C (3.295, 1.652, -5.329)
C (2.819, 0.547, -5.912)
C (1.623, -0.107, -5.407)
C (1.015, 0.321, -4.292)
H (-1.684, 1.567, -0.787)
H (1.012, 4.904, -4.043)
H (1.353, 7.244, -3.384)
H (0.826, 7.983, -1.083)
H (-0.110, 6.357, 0.538)
H (-0.400, 3.988, -0.115)
H (0.078, 3.258, -5.479)
H (-1.598, 3.685, -7.237)
H (-3.988, 3.214, -6.816)
H (-4.687, 2.286, -4.627)
H (-2.994, 1.866, -2.868)
H (2.533, 3.285, -4.191)
H (4.168, 2.160, -5.730)
H (3.291, 0.143, -6.802)
H (1.199, -0.925, -5.979)
H (0.086, -0.155, -3.993)

The HOMO-LUMO gap (spin up / spin down) is 0.156 / 0.206 Ha. Its spin multiplicity is 5. As for the net charge: -2. The largest force on an atom comes out at 1.49 eV Å⁻¹.

How positive or negative is each atom? The Löwdin charges in e answer that: atom 1 (Fe): 0.392, atom 2 (N): -0.018, atom 3 (C): -1.008, atom 4 (S): 0.360, atom 5 (N): -0.038, atom 6 (N): -0.068, atom 7 (C): -0.155, atom 8 (C): -0.347, atom 9 (C): -0.071, atom 10 (C): -0.081, atom 11 (C): -0.197, atom 12 (C): -0.241, atom 13 (N): -0.025, atom 14 (H): 0.020, atom 15 (H): 0.048, atom 16 (H): 0.114, atom 17 (H): 0.102, atom 18 (H): 0.087, atom 19 (H): 0.131, atom 20 (H): 0.146, atom 21 (N): 0.104, atom 22 (C): -0.253, atom 23 (C): -0.044, atom 24 (C): -0.128, atom 25 (C): -0.130, atom 26 (C): -0.067, atom 27 (C): -0.162, atom 28 (C): -0.200, atom 29 (C): -0.086, atom 30 (C): -0.131, atom 31 (C): -0.108, atom 32 (C): -0.131, atom 33 (C): -0.126, atom 34 (H): 0.071, atom 35 (H): 0.040, atom 36 (H): 0.104, atom 37 (H): 0.086, atom 38 (H): 0.082, atom 39 (H): 0.104, atom 40 (H): 0.090, atom 41 (H): 0.080, atom 42 (H): 0.088, atom 43 (H): 0.074, atom 44 (N): 0.031, atom 45 (C): -0.104, atom 46 (C): -0.078, atom 47 (C): -0.141, atom 48 (N): 0.001, atom 49 (H): 0.129, atom 50 (H): 0.107, atom 51 (H): 0.077, atom 52 (H): 0.095, atom 53 (C): -0.254, atom 54 (Ge): 0.952, atom 55 (C): -0.237, atom 56 (C): -0.119, atom 57 (C): -0.116, atom 58 (C): -0.124, atom 59 (C): -0.099, atom 60 (C): -0.113, atom 61 (C): -0.251, atom 62 (C): -0.113, atom 63 (C): -0.113, atom 64 (C): -0.129, atom 65 (C): -0.115, atom 66 (C): -0.112, atom 67 (C): -0.323, atom 68 (C): -0.223, atom 69 (C): -0.073, atom 70 (C): -0.114, atom 71 (C): -0.105, atom 72 (C): -0.109, atom 73 (H): -0.065, atom 74 (H): 0.077, atom 75 (H): 0.086, atom 76 (H): 0.084, atom 77 (H): 0.094, atom 78 (H): 0.091, atom 79 (H): 0.092, atom 80 (H): 0.089, atom 81 (H): 0.084, atom 82 (H): 0.088, atom 83 (H): 0.085, atom 84 (H): 0.112, atom 85 (H): 0.097, atom 86 (H): 0.083, atom 87 (H): 0.086, atom 88 (H): 0.084

***

(3)
DFT (ωB97M-V/def2-TZVPD) results for C4H6N2O as an isolated structure.

Atoms and positions in Å:
C (2.130, 0.071, -0.526)
O (1.249, -0.680, 0.367)
C (-0.145, -0.204, 0.356)
C (-1.023, -1.067, -0.219)
N (-2.152, -0.278, 0.013)
C (-1.830, 0.895, 0.644)
N (-0.534, 0.974, 0.884)
H (1.715, 0.035, -1.535)
H (3.116, -0.388, -0.459)
H (2.135, 1.089, -0.140)
H (0.989, -1.563, -0.031)
H (-3.089, -0.535, -0.260)
H (-2.561, 1.650, 0.907)

The HOMO-LUMO gap is 0.319 Ha. The largest force on an atom comes out at 0.47 eV Å⁻¹.

How positive or negative is each atom? The Löwdin charges in e answer that: atom 1 (C): 0.022, atom 2 (O): -0.047, atom 3 (C): -0.457, atom 4 (C): -0.072, atom 5 (N): -0.021, atom 6 (C): -0.224, atom 7 (N): 0.104, atom 8 (H): 0.109, atom 9 (H): 0.100, atom 10 (H): 0.105, atom 11 (H): 0.153, atom 12 (H): 0.120, atom 13 (H): 0.108

***

(4)
DFT (ωB97M-V/def2-TZVPD) results for an isolated ion of composition C5H9BrN3O3 and charge +1.

Atoms and positions in Å:
C (0.229, 0.537, -0.151)
C (-0.952, 1.330, 0.096)
C (-2.837, -0.023, -0.333)
C (-0.579, -1.583, 0.821)
C (1.440, 1.102, -0.829)
N (-2.302, 0.945, 0.289)
N (-0.906, 2.668, 0.143)
N (0.299, -0.735, 0.088)
O (0.101, 3.297, 0.181)
O (-1.978, 3.403, 0.158)
O (2.475, 0.143, -0.908)
Br (-4.662, -0.418, -0.162)
H (-2.317, -0.515, -1.176)
H (-1.600, -1.765, 0.311)
H (-0.023, -2.475, 1.199)
H (-0.998, -0.939, 1.668)
H (1.531, 2.043, -0.224)
H (1.201, 1.507, -1.754)
H (-2.635, 2.756, 0.531)
H (1.180, -1.159, -0.185)
H (3.239, 0.426, -1.511)

The HOMO-LUMO gap is 0.296 Ha. Its SMILES is CN/C(CO)=C(\N=C\Br)[N+](=O)O. As for the net charge: +1. The largest force on an atom comes out at 3.39 eV Å⁻¹.

How positive or negative is each atom? The Löwdin charges in e answer that: atom 1 (C): -0.090, atom 2 (C): -0.146, atom 3 (C): -0.668, atom 4 (C): -0.029, atom 5 (C): -0.156, atom 6 (N): 0.003, atom 7 (N): -0.266, atom 8 (N): 0.064, atom 9 (O): 0.132, atom 10 (O): 0.191, atom 11 (O): -0.034, atom 12 (Br): 0.810, atom 13 (H): 0.101, atom 14 (H): 0.094, atom 15 (H): 0.127, atom 16 (H): 0.127, atom 17 (H): 0.141, atom 18 (H): 0.130, atom 19 (H): 0.145, atom 20 (H): 0.157, atom 21 (H): 0.169

***

Energy above the lowest of the compared OMol25 structures with the same formula, charge and spin readings, ordered: 202.22; 0.00; 449.33; 8.22 kJ/mol
E_tot readings, ordered: -31856.635; -155281.799; -9268.845; -85974.321 eV